Entry 1:
Computed, not measured: a 12-piece molecular cluster, C22H36F5N7O29 overall in a non-equilibrium geometry, with ωB97M-V/def2-TZVPD.

## Properties
Total energy   -106770.388 eV
ΔE to the lowest compared entry with this formula, charge and spin   135.1 kcal/mol
SMILES string   O=C1OC[C@@H](F)O1.O=C1OC[C@@H](F)O1.O=C1OC[C@@H](F)O1.O=C1OC[C@@H](F)O1.O=C1OC[C@@H](F)O1.C[N+](=O)[O-].C[N+](=O)[O-].C[N+](=O)[O-].C[N+](=O)[O-].C[N+](=O)[O-].C[N+](=O)[O-].C[N+](=O)[O-]

XYZ file:
```
99
C22H36F5N7O29, DFT ωB97M-V/def2-TZVPD
O -5.052 3.672 -9.980
C -6.088 3.435 -10.537
O -6.427 3.680 -11.774
C -7.829 3.512 -11.886
C -8.141 2.349 -10.980
F -7.829 1.194 -11.509
O -7.192 2.701 -10.017
H -8.377 4.407 -11.590
H -7.903 3.112 -12.897
H -9.118 2.410 -10.502
O -5.078 10.154 -7.092
C -4.548 9.183 -6.556
O -4.252 8.052 -7.205
C -3.949 7.090 -6.190
C -3.236 7.923 -5.155
F -2.055 8.231 -5.670
O -4.149 9.072 -5.261
H -4.846 6.546 -5.894
H -3.273 6.385 -6.674
H -2.987 7.413 -4.225
O -2.553 -3.122 -1.226
C -2.370 -3.954 -0.362
O -1.404 -3.889 0.538
C -1.189 -5.120 1.166
C -2.430 -5.911 0.754
F -3.214 -6.031 1.792
O -2.979 -5.060 -0.222
H -0.266 -5.586 0.821
H -1.007 -4.883 2.214
H -2.307 -6.907 0.328
O 0.918 -6.425 -3.004
C 1.374 -5.470 -3.608
O 2.273 -4.628 -3.133
C 2.392 -3.509 -4.029
C 1.809 -4.036 -5.263
F 2.666 -4.542 -6.117
O 1.053 -5.182 -4.879
H 1.827 -2.680 -3.602
H 3.408 -3.114 -4.058
H 1.204 -3.332 -5.834
O -9.702 0.947 -5.495
C -10.750 1.528 -5.380
O -11.238 2.021 -4.294
C -12.579 2.403 -4.416
C -12.963 1.538 -5.658
F -13.922 1.989 -6.432
O -11.677 1.616 -6.322
H -13.092 1.899 -3.597
H -12.916 3.416 -4.636
H -13.195 0.524 -5.335
C -7.593 4.548 -1.233
N -6.082 4.720 -1.362
O -5.511 4.410 -2.376
O -5.498 5.216 -0.447
H -7.833 3.804 -1.993
H -8.050 5.510 -1.465
H -7.856 4.241 -0.221
C -4.243 -5.076 -5.546
N -5.365 -4.354 -4.906
O -5.492 -3.173 -5.144
O -6.126 -4.992 -4.158
H -4.542 -6.099 -5.776
H -3.433 -5.079 -4.817
H -3.994 -4.411 -6.373
C -1.032 -1.682 -11.564
N 0.356 -1.849 -12.187
O 1.099 -2.751 -11.822
O 0.589 -1.167 -13.191
H -1.851 -1.838 -12.267
H -1.115 -0.654 -11.211
H -1.028 -2.416 -10.759
C -8.243 -1.484 -0.440
N -7.494 -0.284 0.050
O -7.879 0.190 1.081
O -6.608 0.150 -0.653
H -7.862 -1.832 -1.401
H -9.225 -1.016 -0.505
H -8.179 -2.292 0.289
C -3.854 1.035 -5.623
N -3.079 0.135 -6.631
O -1.930 -0.255 -6.328
O -3.686 -0.195 -7.633
H -4.884 1.205 -5.934
H -3.253 1.942 -5.688
H -3.622 0.578 -4.661
C 0.084 2.153 -1.466
N 0.854 2.430 -2.668
O 0.294 2.999 -3.586
O 1.998 2.053 -2.676
H 0.279 2.888 -0.685
H 0.291 1.135 -1.134
H -1.004 2.188 -1.520
C -8.463 -2.823 -8.959
N -9.958 -2.917 -9.264
O -10.750 -2.734 -8.382
O -10.322 -3.296 -10.355
H -8.102 -3.705 -8.430
H -8.163 -1.942 -8.391
H -7.931 -2.726 -9.905
```

Here are the Mulliken charges for atoms 1 to 6, given in e:
1 O -0.53
2 C 0.64
3 O -0.33
4 C -0.46
5 C 0.27
6 F -0.27


Entry 2:
Computed, not measured: C26H25F4N4O2Re as an isolated structure in a non-equilibrium geometry, with ωB97M-V/def2-TZVPD.

## Properties
Total energy   -50417.962 eV
ΔE to the lowest compared entry with this formula, charge and spin   0.0 kcal/mol
Charge   +1
Spin multiplicity   2

XYZ file:
```
62
C26H25F4N4O2Re, DFT ωB97M-V/def2-TZVPD
Re 0.255 -0.217 0.027
O -0.370 -2.056 -0.242
C -0.883 -2.937 0.613
C -1.348 -4.149 0.091
C -1.890 -5.100 0.924
C -1.990 -4.886 2.306
C -1.538 -3.705 2.829
C -0.981 -2.710 1.997
C -0.541 -1.507 2.619
N -0.033 -0.463 2.039
C 0.417 0.633 2.932
C 0.458 1.906 2.110
N 1.146 1.524 0.880
C 2.240 2.107 0.560
C 3.178 1.529 -0.369
C 4.248 2.284 -0.873
C 5.265 1.679 -1.573
C 5.246 0.287 -1.721
C 4.213 -0.473 -1.216
C 3.142 0.142 -0.565
O 2.139 -0.633 -0.115
H -1.267 -4.316 -0.974
H -2.245 -6.031 0.502
H -2.417 -5.645 2.946
H -1.602 -3.517 3.894
H -0.642 -1.463 3.703
H 1.421 0.393 3.289
H -0.247 0.728 3.792
H 0.992 2.697 2.638
H -0.547 2.251 1.878
H 2.539 3.003 1.107
H 4.267 3.351 -0.685
H 6.081 2.262 -1.975
H 6.060 -0.206 -2.237
H 4.201 -1.550 -1.322
C 1.442 -0.548 -3.022
N 0.139 -0.350 -2.364
C -0.740 -1.466 -2.791
C -0.502 0.913 -2.853
C -0.599 1.899 -1.713
N -1.041 1.151 -0.532
C -2.131 1.619 0.212
C -3.016 0.707 0.784
F -2.810 -0.607 0.596
C -4.110 1.110 1.522
F -4.913 0.175 2.031
C -4.382 2.449 1.721
C -3.515 3.366 1.165
F -3.714 4.671 1.349
C -2.406 2.968 0.440
F -1.551 3.909 0.007
H 1.301 -0.708 -4.096
H 1.936 -1.415 -2.589
H 2.067 0.328 -2.878
H -0.905 -1.388 -3.869
H -1.694 -1.408 -2.271
H -0.270 -2.417 -2.568
H -1.499 0.672 -3.217
H 0.063 1.334 -3.687
H -1.265 2.723 -1.959
H 0.386 2.334 -1.518
H -5.243 2.768 2.291
```

Here are the Mulliken charges for atoms 1 to 6, given in e:
1 Re 2.01
2 O -0.44
3 C 0.27
4 C -0.96
5 C -0.54
6 C -0.82


Entry 3:
Computed, not measured: C16H16B2Ba2Br8O16 as an isolated structure in a non-equilibrium geometry, with ωB97M-V/def2-TZVPD.

## Properties
Total energy   -612691.264 eV
ΔE to the lowest compared entry with this formula, charge and spin   30.9 kcal/mol
Charge   +2

XYZ file:
```
60
C16H16B2Ba2Br8O16, DFT ωB97M-V/def2-TZVPD
Ba 2.399 -4.252 2.765
Ba 3.433 4.805 -0.512
O 0.932 -3.376 0.668
C 0.642 -2.274 0.233
O 1.479 -1.416 -0.257
B 0.757 -0.114 -0.367
O -0.665 -0.441 -0.342
C -0.781 -1.634 0.217
O -1.756 -2.164 0.641
O 1.178 0.710 -1.550
C 1.599 1.846 -1.095
O 1.799 2.895 -1.664
C 1.473 1.863 0.443
O 1.038 0.706 0.821
O 1.728 2.822 1.125
O 4.685 4.338 1.854
C 4.520 3.359 2.549
O 4.382 2.137 2.059
B 4.004 1.233 3.164
O 3.947 2.058 4.364
C 4.199 3.315 4.058
O 4.124 4.268 4.755
O 2.696 0.599 2.879
C 2.858 -0.673 2.873
O 1.954 -1.483 2.784
C 4.319 -1.014 3.103
O 4.946 0.113 3.295
O 4.768 -2.131 3.165
Br -4.896 -0.902 -3.311
C -3.227 -1.049 -2.280
C -2.089 -1.573 -3.124
Br -1.447 -0.299 -4.475
H -3.411 -1.805 -1.515
H -3.055 -0.099 -1.786
H -2.451 -2.415 -3.705
H -1.227 -1.808 -2.507
Br -4.433 -4.831 0.546
C -5.415 -3.233 0.042
C -5.212 -2.153 1.087
Br -6.481 -2.356 2.575
H -6.484 -3.432 -0.009
H -5.123 -2.917 -0.955
H -5.323 -1.175 0.615
H -4.200 -2.162 1.481
Br -4.028 2.439 2.865
C -3.596 3.015 1.041
C -2.444 2.139 0.546
Br -2.151 2.509 -1.373
H -3.255 4.035 1.156
H -4.468 2.819 0.431
H -2.668 1.085 0.683
H -1.541 2.357 1.111
Br 3.607 1.555 -3.434
C 2.714 -0.214 -3.232
C 2.783 -0.906 -4.574
Br 1.974 -2.669 -4.402
H 1.701 0.037 -2.924
H 3.174 -0.692 -2.372
H 3.808 -1.022 -4.909
H 2.203 -0.373 -5.318
```

Here are the Mulliken charges for atoms 1 to 6, given in e:
1 Ba 1.85
2 Ba 1.84
3 O -0.91
4 C 0.56
5 O -0.74
6 B 0.74


Entry 4:
Computed, not measured: an isolated molecule of C3H2BrClN2 in a non-equilibrium geometry, with ωB97M-V/def2-TZVPD.

## Properties
Total energy   -88683.243 eV
ΔE to the lowest compared entry with this formula, charge and spin   87.1 kcal/mol

XYZ file:
```
9
C3H2BrClN2, DFT ωB97M-V/def2-TZVPD
C 0.701 -0.770 0.233
C 1.910 0.099 0.161
C 1.873 1.376 -0.066
N -0.397 -0.164 0.170
N -0.503 1.074 0.320
Cl 2.570 2.882 0.008
Br 3.484 -0.908 -0.024
H 0.944 -1.762 0.298
H -0.622 1.634 -0.501
```

Here are the Mulliken charges for atoms 1 to 6, given in e:
1 C -0.19
2 C 0.33
3 C 0.00
4 N -0.01
5 N -0.58
6 Cl -0.09


Entry 5:
Computed, not measured: C25H28BHfN7O2 as an isolated structure in a non-equilibrium geometry, with ωB97M-V/def2-TZVPD.

## Properties
Total energy   -42846.133 eV
Charge   +4

XYZ file:
```
64
C25H28BHfN7O2, DFT ωB97M-V/def2-TZVPD
C -0.938 -1.873 -1.438
N 0.225 -2.071 -0.752
N 0.456 -3.437 -0.729
C -0.485 -4.055 -1.449
C -1.388 -3.110 -1.904
B 1.646 -4.062 0.070
N 2.937 -3.327 -0.389
N 3.073 -1.946 -0.396
C 4.325 -1.679 -0.883
C 4.949 -2.882 -1.211
C 4.042 -3.887 -0.899
Hf 1.478 -0.472 0.152
N 1.402 -3.840 1.598
N 1.303 -2.551 2.038
C 1.019 -2.580 3.343
C 0.958 -3.923 3.774
C 1.212 -4.693 2.626
H 0.865 -1.666 3.895
H 1.279 -5.750 2.459
H 0.761 -4.272 4.763
H 1.727 -5.240 -0.152
H 4.105 -4.960 -0.998
H -0.447 -5.131 -1.581
H 5.932 -2.990 -1.623
H -2.270 -3.283 -2.493
H 4.693 -0.672 -0.982
H -1.358 -0.881 -1.549
H 2.960 0.410 1.116
C 2.986 0.975 0.126
H 4.000 0.909 -0.218
H 2.373 0.569 -0.807
H 2.665 1.996 0.304
C -4.541 0.584 -1.553
C -3.268 1.267 -1.975
C -2.656 0.888 -3.172
C -1.458 1.473 -3.592
C -0.854 2.425 -2.788
C -1.441 2.773 -1.566
N -0.713 3.633 -0.750
C -0.643 3.696 0.641
C -0.496 4.963 1.216
C -0.549 5.121 2.597
C -0.721 4.011 3.438
C -0.754 2.730 2.904
C -0.664 2.561 1.520
C -0.114 1.316 1.074
O 0.488 0.452 1.847
O 0.033 1.075 -0.207
C -2.701 2.277 -1.186
C -3.406 2.786 0.028
H -4.451 0.113 -0.564
H -5.388 1.283 -1.513
H -4.799 -0.202 -2.272
H -3.144 0.128 -3.786
H -0.999 1.184 -4.537
H 0.100 2.885 -3.055
H -0.114 4.298 -1.235
H -0.374 5.826 0.552
H -0.457 6.121 3.022
H -0.787 4.129 4.519
H -0.796 1.835 3.524
H -3.107 2.232 0.927
H -3.223 3.852 0.206
H -4.489 2.660 -0.076
```

Here are the Mulliken charges for atoms 1 to 6, given in e:
1 C -0.03
2 N -0.35
3 N 0.05
4 C -0.09
5 C -1.20
6 B -0.50